(1)
{"formula": "C4H7ClN3", "method": "ωB97M-V/def2-TZVPD", "total_charge": 1, "homo_lumo_gap_ev": 8.078, "homo_ev": -13.262, "symbols": ["C", "C", "C", "C", "N", "N", "N", "Cl", "H", "H", "H", "H", "H", "H", "H"], "coordinates": [[-2.164, -0.287, -0.230], [0.091, -1.637, 0.869], [-0.681, -2.130, -0.387], [-0.499, 1.922, -0.244], [-1.714, -1.384, -0.525], [-0.517, 0.666, 0.451], [0.370, -0.263, 0.336], [-3.612, 0.349, 0.239], [-0.392, -1.461, 1.850], [0.988, -2.077, 0.954], [-0.408, -2.974, -1.031], [-1.407, 2.600, 0.138], [0.368, 2.599, 0.006], [-0.667, 1.693, -1.404], [0.918, -0.177, -0.431]], "forces_ev_per_a": [[1.2407, 0.9056, 0.2769], [-2.6194, 2.6785, -1.3629], [0.4254, 0.3924, 2.3433], [-1.2732, 2.0194, -2.0328], [-1.4282, -0.3888, -0.7887], [-2.4969, -1.7832, 1.5053], [-1.9065, 0.3371, 2.3109], [0.1095, -0.2382, 0.0931], [-0.2115, -0.6208, -0.7441], [3.2306, -1.8284, 0.5292], [0.0136, 0.7451, 0.0590], [1.7381, -1.9671, -0.8770], [-0.4351, -1.2403, -0.5033], [0.8007, 1.0719, 2.3426], [2.8121, -0.0831, -3.1515]], "nbo_charge": [0.283, -0.246, 0.045, -0.500, -0.335, -0.138, -0.225, 0.223, 0.259, 0.239, 0.267, 0.263, 0.263, 0.230, 0.374]}

---

(2)
{"formula": "C3H6OS2", "method": "ωB97M-V/def2-TZVPD", "homo_lumo_gap_ev": 9.168, "homo_ev": -8.690, "symbols": ["C", "C", "C", "H", "H", "H", "H", "H", "H", "O", "S", "S"], "coordinates": [[0.316, -1.599, -1.581], [0.140, -0.233, 0.913], [-0.670, 2.264, 1.059], [-0.232, -2.514, -2.207], [1.137, -1.968, -0.645], [1.046, -0.893, -2.634], [-0.843, -0.286, 1.589], [0.919, -0.853, 1.141], [-0.150, 3.285, 0.707], [-1.833, 1.986, 1.080], [-0.759, -0.675, -0.447], [0.928, 1.486, 1.026]], "forces_ev_per_a": [[3.4085, -0.6733, -0.9710], [-2.2297, 2.0365, 2.0273], [2.5262, 3.4835, -2.1184], [1.4256, 2.5121, 2.1889], [-1.8966, 0.3888, -3.6240], [-2.2839, -1.9994, 3.5517], [2.8534, 0.4468, -0.2545], [1.5850, -2.1897, 1.0497], [-2.4442, -0.4554, 1.0745], [0.9642, -0.5923, 0.5125], [-1.7120, -0.6290, -3.6413], [-2.1963, -2.3286, 0.2047]], "nbo_charge": [-0.821, -0.727, 0.264, 0.264, 0.221, 0.212, 0.283, 0.221, 0.102, -0.521, 0.308, 0.195]}

---

(3)
{"formula": "C38H60N7OPPbS2", "method": "ωB97M-V/def2-TZVPD", "total_charge": 2, "homo_lumo_gap_ev": 7.778, "homo_ev": -13.609, "symbols": ["Pb", "N", "C", "S", "N", "N", "C", "C", "C", "C", "C", "C", "C", "C", "C", "C", "C", "C", "N", "H", "H", "H", "H", "H", "H", "H", "H", "H", "H", "H", "C", "N", "C", "C", "C", "N", "C", "C", "H", "H", "H", "H", "H", "H", "H", "H", "H", "H", "H", "H", "H", "H", "H", "H", "O", "P", "C", "C", "C", "C", "C", "C", "C", "C", "C", "C", "C", "C", "C", "C", "C", "C", "C", "C", "H", "H", "H", "H", "H", "H", "H", "H", "H", "H", "H", "H", "H", "H", "H", "H", "H", "H", "H", "H", "H", "H", "H", "H", "H", "H", "H", "H", "H", "H", "H", "H", "H", "S", "C", "N"], "coordinates": [[-0.138, 0.940, -1.207], [-3.835, 2.964, 1.460], [-2.577, 2.654, 1.118], [-2.431, 1.188, 0.195], [-1.677, 3.514, 1.560], [-0.360, 3.238, 1.354], [0.508, 4.140, 0.980], [0.169, 5.545, 0.749], [-0.783, 6.232, 1.515], [-0.975, 7.588, 1.324], [-0.255, 8.270, 0.352], [0.690, 7.600, -0.414], [0.918, 6.255, -0.203], [1.923, 3.714, 0.785], [2.958, 4.427, 1.367], [4.260, 4.024, 1.103], [4.469, 2.958, 0.247], [3.362, 2.322, -0.302], [2.112, 2.677, -0.033], [-4.601, 2.400, 1.137], [-4.012, 3.757, 2.054], [-1.355, 5.708, 2.263], [-1.694, 8.116, 1.935], [-0.424, 9.327, 0.198], [1.259, 8.132, -1.164], [1.679, 5.749, -0.783], [2.750, 5.272, 2.009], [5.095, 4.547, 1.550], [5.467, 2.624, 0.000], [3.489, 1.488, -0.982], [-0.138, -0.923, -3.833], [-1.028, 0.188, -3.469], [-2.427, -0.263, -3.551], [-0.774, 1.320, -4.379], [-1.538, 2.559, -3.964], [-1.127, 3.053, -2.647], [0.086, 3.872, -2.742], [-2.209, 3.852, -2.062], [-0.321, -1.262, -4.857], [-0.306, -1.753, -3.151], [0.905, -0.607, -3.763], [-2.702, -0.476, -4.590], [-3.104, 0.486, -3.150], [-2.549, -1.169, -2.969], [-1.047, 1.054, -5.407], [0.305, 1.506, -4.380], [-2.598, 2.318, -3.901], [-1.444, 3.337, -4.731], [-0.072, 4.754, -3.375], [0.915, 3.296, -3.155], [0.370, 4.213, -1.747], [-2.483, 4.686, -2.718], [-1.888, 4.263, -1.103], [-3.082, 3.225, -1.893], [-0.559, -1.291, -0.522], [0.105, -2.583, -0.027], [-0.214, -3.939, -1.211], [-1.619, -3.837, -1.840], [-2.716, -4.612, -1.116], [-2.312, -6.064, -0.909], [-1.039, -6.123, -0.076], [0.115, -5.379, -0.748], [1.906, -2.213, -0.159], [2.959, -3.331, -0.230], [3.481, -3.788, 1.127], [4.000, -2.599, 1.932], [2.922, -1.531, 2.107], [2.369, -1.068, 0.763], [-0.624, -2.986, 1.596], [-0.952, -1.726, 2.406], [-1.849, -2.090, 3.587], [-1.205, -3.150, 4.475], [-0.827, -4.387, 3.664], [0.079, -4.017, 2.490], [0.507, -3.687, -2.000], [-1.544, -4.228, -2.860], [-1.900, -2.788, -1.913], [-3.636, -4.543, -1.700], [-2.937, -4.152, -0.147], [-2.145, -6.540, -1.881], [-3.112, -6.621, -0.419], [-0.732, -7.157, 0.092], [-1.252, -5.703, 0.911], [0.400, -5.939, -1.644], [0.992, -5.392, -0.102], [1.846, -1.795, -1.176], [3.804, -2.918, -0.792], [2.597, -4.172, -0.819], [4.278, -4.518, 0.978], [2.696, -4.301, 1.681], [4.854, -2.161, 1.405], [4.370, -2.926, 2.904], [3.327, -0.669, 2.643], [2.115, -1.922, 2.729], [3.170, -0.539, 0.235], [1.564, -0.339, 0.915], [-1.582, -3.421, 1.281], [-1.440, -0.982, 1.775], [-0.019, -1.284, 2.774], [-2.802, -2.468, 3.200], [-2.087, -1.194, 4.166], [-1.875, -3.421, 5.291], [-0.301, -2.735, 4.936], [-1.735, -4.869, 3.284], [-0.325, -5.121, 4.296], [0.364, -4.912, 1.939], [0.998, -3.587, 2.885], [-0.275, 1.163, 4.412], [-0.081, 1.665, 2.976], [0.145, 1.990, 1.807]], "forces_ev_per_a": [[-0.0402, -0.0012, 0.1108], [-0.0131, 0.0128, -0.0177], [-0.0815, -0.0301, -0.1000], [0.0445, -0.1001, -0.0261], [-0.0003, 0.1161, 0.1236], [0.0751, -0.1736, 0.1357], [-0.0090, -0.0183, 0.0154], [-0.0166, 0.0714, -0.0376], [0.0159, -0.0366, -0.0454], [0.0034, 0.0118, -0.0098], [-0.0012, -0.0223, -0.0020], [-0.0042, 0.0365, -0.0117], [0.0058, -0.0352, 0.0475], [0.0505, -0.0040, -0.0284], [-0.0465, 0.0173, 0.0808], [0.0279, -0.0037, 0.0037], [0.0061, 0.0111, 0.0198], [0.0012, -0.0226, 0.0405], [0.0437, 0.0920, -0.0764], [0.0133, 0.0026, 0.0169], [0.0002, -0.0090, 0.0094], [-0.0129, -0.0132, 0.0200], [-0.0058, -0.0029, 0.0016], [0.0022, 0.0033, 0.0012], [0.0052, 0.0029, -0.0002], [0.0022, 0.0116, 0.0115], [-0.0002, 0.0015, -0.0064], [0.0009, 0.0014, 0.0023], [0.0014, -0.0027, -0.0024], [-0.0025, 0.0140, -0.0326], [0.0094, -0.1162, -0.0063], [0.0034, -0.0911, -0.0901], [0.0013, 0.0525, -0.0225], [-0.0060, 0.0748, 0.0421], [-0.0870, -0.0894, 0.0164], [0.1038, 0.0952, 0.0880], [-0.0252, -0.0216, -0.0434], [0.0680, 0.0817, 0.0828], [-0.0163, 0.0228, -0.0112], [0.0124, 0.0011, -0.0131], [-0.0001, 0.0238, 0.0098], [-0.0040, 0.0002, -0.0028], [-0.0109, 0.0168, 0.0353], [0.0152, -0.0601, 0.0925], [-0.0098, -0.0644, 0.0119], [-0.0190, 0.0419, -0.0039], [-0.0445, 0.0327, -0.0799], [0.0815, 0.0207, 0.0068], [-0.0083, 0.0057, -0.0095], [-0.0082, -0.0054, -0.0093], [-0.0180, -0.0685, -0.0932], [0.0002, 0.0092, 0.0033], [-0.0169, -0.0031, -0.0272], [-0.0093, 0.0018, -0.0148], [-0.1355, -0.1399, -0.1831], [0.1366, 0.0712, 0.0927], [0.0331, -0.0025, 0.0508], [-0.0209, -0.0263, -0.0503], [-0.0065, 0.0058, -0.0144], [0.0062, -0.0002, 0.0170], [-0.0088, 0.0085, 0.0072], [-0.0253, 0.0211, -0.0209], [0.0079, -0.0559, 0.0504], [-0.0397, 0.0353, 0.0065], [0.0502, 0.0729, -0.0328], [-0.0136, -0.0008, 0.0145], [0.0300, -0.0228, -0.0212], [-0.0251, 0.0017, -0.0137], [0.0430, 0.0037, -0.0133], [-0.0045, 0.0192, 0.0079], [-0.0058, 0.0098, 0.0332], [-0.0076, -0.0183, -0.0151], [0.0031, 0.0175, 0.0049], [-0.0506, -0.0295, -0.0286], [0.0166, 0.0162, -0.0044], [-0.0124, 0.0114, 0.0091], [-0.0235, 0.0380, -0.0595], [0.0053, -0.0042, -0.0022], [-0.0071, -0.0047, -0.0063], [0.0012, -0.0036, 0.0004], [-0.0028, 0.0050, 0.0066], [0.0033, -0.0026, -0.0040], [-0.0035, -0.0022, -0.0097], [-0.0174, 0.0064, 0.0015], [0.0617, 0.0061, 0.0267], [-0.0222, 0.0046, -0.0153], [0.0003, 0.0085, -0.0025], [-0.0232, -0.0415, -0.0266], [-0.0006, 0.0072, -0.0099], [-0.0943, -0.0446, 0.0748], [0.0113, -0.0013, 0.0040], [-0.0187, -0.0049, 0.0011], [0.0023, 0.0083, -0.0075], [-0.0331, -0.0285, 0.0227], [-0.0115, -0.0124, 0.0093], [0.0257, 0.0042, 0.0003], [0.0084, 0.0071, -0.0056], [0.0050, 0.0170, -0.0111], [0.0065, -0.0141, 0.0014], [0.0010, -0.0021, 0.0017], [0.0087, -0.0331, -0.0164], [-0.0034, -0.0096, -0.0028], [0.0051, 0.0003, 0.0019], [0.0004, 0.0052, 0.0011], [0.0007, 0.0059, 0.0028], [0.0110, -0.0107, -0.0178], [0.0838, 0.0436, 0.0256], [-0.0062, 0.0092, 0.0230], [0.0380, 0.0666, -0.0534], [-0.0598, 0.0874, -0.0566]], "lowdin_charge": [1.257, 0.106, -0.815, 0.598, 0.063, -0.078, -0.072, -0.170, -0.009, -0.042, -0.035, -0.042, -0.038, -0.254, 0.018, -0.015, -0.017, -0.124, 0.056, 0.098, 0.121, 0.105, 0.118, 0.120, 0.118, 0.119, 0.136, 0.126, 0.120, 0.108, -0.096, -0.381, -0.051, -0.196, -0.191, -0.346, -0.099, -0.088, 0.111, 0.057, 0.088, 0.113, 0.082, 0.076, 0.141, 0.116, 0.114, 0.142, 0.109, 0.084, 0.047, 0.108, 0.074, 0.074, -0.577, 0.880, -0.335, -0.193, -0.188, -0.187, -0.188, -0.171, -0.330, -0.172, -0.183, -0.182, -0.186, -0.201, -0.324, -0.218, -0.195, -0.188, -0.178, -0.191, 0.113, 0.130, 0.063, 0.119, 0.106, 0.123, 0.119, 0.124, 0.090, 0.129, 0.089, 0.104, 0.127, 0.097, 0.122, 0.093, 0.120, 0.119, 0.118, 0.086, 0.105, 0.060, 0.111, 0.058, 0.079, 0.125, 0.084, 0.118, 0.118, 0.119, 0.121, 0.091, 0.095, 0.941, -0.715, 0.048]}

---

(4)
{"formula": "C6H6O", "method": "ωB97M-V/def2-TZVPD", "homo_lumo_gap_ev": [8.043, 8.042], "homo_ev": [-7.974, -7.973], "symbols": ["C", "C", "C", "C", "C", "C", "O", "H", "H", "H", "H", "H", "H"], "coordinates": [[-0.572, -1.945, 0.423], [0.406, -1.538, -0.345], [1.750, 0.289, -0.006], [0.636, 1.206, -0.128], [-0.770, 0.606, 0.196], [-0.884, -0.755, -0.451], [2.904, 0.186, 0.131], [-1.024, -2.644, 1.086], [0.808, 2.083, 0.501], [0.629, 1.509, -1.179], [-0.861, 0.526, 1.282], [-1.530, 1.297, -0.164], [-1.493, -0.820, -1.347]], "forces_ev_per_a": [[-0.0255, 0.2976, -1.1972], [1.4242, 1.9253, 0.6216], [1.2227, -2.7857, -0.0826], [-1.2300, 0.5368, 0.0335], [0.1806, -0.0776, 0.0187], [-0.1934, -0.3616, 0.4184], [-1.8670, 0.4234, -0.1414], [0.0004, -0.1218, 0.5261], [0.3027, -0.0675, -0.1286], [0.1431, 0.0217, -0.0014], [-0.0125, 0.0653, -0.0277], [0.0301, 0.1562, 0.0384], [0.0245, -0.0122, -0.0779]], "nbo_charge": [-0.264, -0.167, 0.803, -0.584, -0.387, -0.355, -0.422, 0.221, 0.265, 0.275, 0.209, 0.219, 0.185]}

---

(5)
{"formula": "C5H13N2", "method": "ωB97M-V/def2-TZVPD", "total_charge": 1, "homo_lumo_gap_ev": 9.874, "homo_ev": -13.261, "symbols": ["C", "C", "C", "N", "C", "C", "N", "H", "H", "H", "H", "H", "H", "H", "H", "H", "H", "H", "H", "H"], "coordinates": [[1.433, 1.138, 1.108], [1.042, 0.331, 0.077], [2.027, -0.011, -1.000], [-0.142, -0.572, -0.065], [-0.333, -1.586, 1.019], [-1.203, -0.244, -0.821], [-2.246, 0.977, -0.156], [0.750, 1.526, 1.792], [2.333, 1.708, 0.941], [2.669, 0.865, -1.191], [1.628, -0.248, -2.012], [2.752, -0.744, -0.766], [-0.039, -2.539, 0.513], [0.524, -1.275, 1.716], [-1.281, -1.735, 1.591], [-0.974, 0.120, -1.860], [-1.807, -1.192, -0.956], [-2.410, 1.481, -0.950], [-1.642, 1.345, 0.619], [-3.082, 0.655, 0.401]], "forces_ev_per_a": [[-1.1831, -0.8514, -3.3094], [0.8189, -0.8248, 0.2543], [0.3728, 2.0458, -1.7106], [-0.1106, 1.6061, 2.2251], [2.7279, -0.3296, 0.2969], [-0.6181, -2.0421, -1.7000], [1.1947, -3.4422, 4.4281], [-0.8789, 0.1172, 1.6156], [0.2480, -0.2074, 0.2481], [-0.2621, -0.0968, 0.0947], [-0.2229, -0.0317, 0.8749], [0.3404, -1.2991, 0.6083], [-0.4298, 0.4268, 0.8706], [-1.5690, -1.0920, -0.5141], [0.4690, 0.7907, -0.8239], [-0.1986, 0.3924, 1.2404], [-0.0086, 1.4774, 0.3086], [-0.9316, 2.5804, -1.8975], [-0.4309, 0.5563, -1.5836], [0.6724, 0.2240, -1.5264]], "nbo_charge": [-0.393, 0.175, -0.681, -0.462, -0.448, -0.003, -0.789, 0.199, 0.235, 0.233, 0.226, 0.248, 0.228, 0.242, 0.223, 0.228, 0.233, 0.428, 0.441, 0.440]}

---

ΔE to the lowest compared entry with this formula, charge and spin, respectively: 104.3 103.4 0.0 123.2 87.5 kcal/mol.
Molar mass, respectively: 132.57 122.21 933.25 94.11 101.17 g mol⁻¹.
Calculated total energy, respectively: -780.641976 -989.363744 -3272.667944 -307.267042 -307.482098 Eh.